P) A structure of composition C5H12N2. Source: OMol25; level of theory: the ωB97M-V functional and the def2-TZVPD basis.

```
19
Properties=species:S:1:pos:R:3
N 0.22 -0.11 0.54
N -2.04 0.30 -2.32
C 1.17 0.98 0.90
C -1.71 0.23 -0.87
C 1.61 0.00 1.99
C 1.21 -1.04 0.97
C -0.34 -0.36 -0.74
H 1.93 1.12 0.13
H -1.32 0.72 -2.85
H -2.57 -0.20 -0.22
H 2.60 0.12 2.36
H 0.75 1.90 1.13
H -1.81 1.27 -0.45
H -2.11 -0.57 -2.85
H -0.36 -1.46 -0.87
H 0.38 -0.03 -1.54
H 0.81 -2.03 1.18
H 0.85 0.09 2.82
H 1.91 -1.17 0.16
```

HOMO energy   -8.686 eV
Gap between HOMO and LUMO   9.813 eV
Net charge   0

=====

Q) A cluster of 2 separate species, C5H12N2 in total. Source: OMol25; level of theory: the ωB97M-V functional and the def2-TZVPD basis.

```
19
Properties=species:S:1:pos:R:3
N 0.06 -1.06 0.06
N 1.49 0.68 0.66
C 1.11 -0.46 0.93
C 1.65 -1.42 1.99
C -0.70 0.49 -2.16
C -1.41 1.42 0.13
C -0.32 1.04 -0.82
H 0.84 -1.80 2.62
H 0.16 0.09 -2.69
H 0.50 -1.64 -0.66
H -1.02 1.62 1.12
H -1.88 2.34 -0.24
H -0.70 -1.62 0.47
H -2.19 0.66 0.19
H -1.09 1.32 -2.76
H 0.47 1.77 -0.87
H -1.48 -0.26 -2.11
H 2.38 -0.90 2.60
H 2.13 -2.29 1.53
```

HOMO energy (spin up / spin down)   -7.803 / -6.874 eV
Gap between HOMO and LUMO (spin up / spin down)   8.637 / 7.236 eV
Net charge   0

=====

R) The molecule C5H12N2. Source: OMol25; level of theory: the ωB97M-V functional and the def2-TZVPD basis.

```
19
Properties=species:S:1:pos:R:3
N -1.04 -2.61 -0.60
N -0.42 2.49 1.78
C -0.08 -1.75 0.15
C 0.94 -1.09 -0.77
C 0.61 1.35 -0.15
C 0.55 0.31 -1.23
C -0.41 1.67 0.64
H -1.39 1.23 0.43
H -1.98 -2.34 -0.35
H -0.43 0.27 -1.72
H 0.38 -2.35 0.93
H 1.29 0.58 -1.99
H 1.93 -1.15 -0.33
H 0.40 3.05 1.99
H 0.97 -1.72 -1.67
H 1.58 1.79 0.03
H -0.71 1.95 2.58
H -0.92 -3.55 -0.23
H -0.65 -0.98 0.69
```

HOMO energy   -8.218 eV
Gap between HOMO and LUMO   9.273 eV
Net charge   0
Structure (SMILES)   N/C=C/CCCN

=====

S) The molecule C5H12N2. Source: OMol25; level of theory: the ωB97M-V functional and the def2-TZVPD basis.

```
19
Properties=species:S:1:pos:R:3
N -1.07 0.33 1.53
N 1.66 0.27 -0.72
C -0.77 -0.65 0.41
C 2.78 0.90 -0.45
C -1.82 -1.85 0.44
C 0.46 0.97 -0.74
C -0.75 0.11 -0.91
H -2.71 -1.53 1.10
H 0.26 -1.08 0.49
H -0.46 0.91 2.06
H 0.37 1.39 0.28
H 2.74 1.98 -0.36
H -0.69 -0.68 -1.63
H -1.56 0.79 -1.21
H -1.52 -2.80 0.96
H 3.65 0.45 -0.05
H -1.83 -0.01 2.22
H 0.48 1.68 -1.56
H -2.32 -2.17 -0.52
```

HOMO energy   -8.666 eV
Gap between HOMO and LUMO   9.657 eV
Net charge   0
Structure (SMILES)   C=NCC[C@H](C)N

=====

Relative energies in eV: P) 1.328; Q) 3.081; R) 0.000; S) 1.589

=====

P) A cluster of 2 separate species, C5H12N2 in total. Source: OMol25; level of theory: the ωB97M-V functional and the def2-TZVPD basis.

```
19
Properties=species:S:1:pos:R:3
N -1.19 0.72 -1.20
N 1.85 1.07 1.18
C -1.36 -0.71 -0.87
C -2.72 -1.22 -1.37
C 1.06 1.30 2.17
C 2.58 -0.19 1.23
C 0.00 1.16 -1.46
H -3.53 -0.90 -0.68
H 0.03 2.18 -1.76
H -1.20 -0.77 0.22
H 3.63 -0.04 1.53
H 2.15 -0.87 1.96
H -0.54 -1.32 -1.29
H -2.81 -2.31 -1.39
H 0.68 2.34 2.38
H 0.81 0.44 2.83
H 2.61 -0.64 0.24
H -2.97 -0.83 -2.38
H 0.91 0.61 -1.33
```

HOMO energy   -9.455 eV
Gap between HOMO and LUMO   10.516 eV
Net charge   0
Structure (SMILES)   C=NCC.C=NC

=====

Q) The molecule C5H12N2. Source: OMol25; level of theory: the ωB97M-V functional and the def2-TZVPD basis.

```
19
Properties=species:S:1:pos:R:3
N 1.88 2.05 -1.20
N -1.87 -2.02 1.30
C -0.25 -0.14 1.03
C -0.56 -1.62 0.77
C 1.27 0.78 -0.85
C -0.08 0.75 -0.17
C 0.06 0.31 -1.61
H -1.94 -1.74 2.28
H -2.60 -1.51 0.81
H 1.98 0.00 -0.59
H 0.20 -2.23 1.27
H 2.53 2.35 -0.48
H 0.65 -0.07 1.64
H 0.04 -0.74 -1.90
H -0.58 1.70 -0.01
H 1.18 2.80 -1.27
H -0.34 0.96 -2.38
H -0.53 -1.90 -0.28
H -1.04 0.30 1.65
```

HOMO energy   -8.415 eV
Gap between HOMO and LUMO   9.513 eV
Net charge   0
Structure (SMILES)   NCC[C@@H]1C[C@H]1N

=====

Relative energies in eV: P) 0.856; Q) 0.000

=====

P) A cluster of 2 separate species, H4N4O2 in total. Source: OMol25; level of theory: the ωB97M-V functional and the def2-TZVPD basis.

```
10
Properties=species:S:1:pos:R:3
O 1.48 0.43 -0.40
O 0.40 0.75 -2.51
N -0.76 0.51 -1.77
N 0.33 0.13 -0.15
N -0.45 -0.23 0.63
N -0.05 -0.61 1.91
H 0.93 -0.45 2.16
H 0.72 1.53 -2.18
H -1.06 -0.48 -2.10
H -0.54 -0.24 2.73
```

HOMO energy   -9.085 eV
Gap between HOMO and LUMO   9.356 eV
Net charge   0

=====

Q) The molecule H4N4O2. Source: OMol25; level of theory: the ωB97M-V functional and the def2-TZVPD basis.

```
10
Properties=species:S:1:pos:R:3
O 1.61 0.42 -2.18
O 1.21 0.82 0.24
N -0.79 -0.34 0.13
N 0.33 0.10 -0.31
N 0.45 -0.11 -1.65
N -1.06 -0.41 1.40
H -2.10 -0.64 1.47
H 1.83 1.09 -1.39
H -0.88 0.32 2.12
H 0.10 -1.00 -1.97
```

HOMO energy   -8.074 eV
Gap between HOMO and LUMO   9.116 eV
Net charge   0
Structure (SMILES)   N/N=[N+](\[O-])NO

=====

Relative energies in eV: P) 1.124; Q) 0.000

=====

P) A cluster of 2 separate species, C19H23N3O2 in total. Source: OMol25; level of theory: the ωB97M-V functional and the def2-TZVPD basis.

```
47
Properties=species:S:1:pos:R:3
O 4.51 -3.54 1.56
O 2.26 -1.99 -2.06
N 0.11 2.69 -0.42
N 3.30 -2.76 -0.20
N 1.10 -1.99 -0.06
C 2.24 -2.81 1.91
C -0.76 2.86 0.75
C -0.51 -0.80 -1.41
C -2.35 -4.09 -1.21
C -3.97 -2.31 -1.39
C -3.68 -3.68 -1.31
C -0.23 5.33 0.73
C 2.24 -3.07 3.37
C 0.59 5.14 -0.55
C -1.58 -1.77 -1.37
C -1.32 -3.15 -1.25
C 3.45 -3.08 1.14
C -1.32 4.28 0.87
C -0.72 0.50 -1.00
C 2.19 -2.22 -0.85
C 1.17 -2.27 1.24
C -2.94 -1.37 -1.41
C 0.25 1.50 -1.01
C 1.12 3.71 -0.69
H 1.46 5.81 -0.54
H 1.99 3.58 -0.02
H -1.81 4.37 1.85
H -0.01 5.39 -1.43
H -1.72 0.75 -0.62
H -2.11 4.42 0.12
H 1.48 3.54 -1.71
H 0.41 -1.03 -1.94
H 1.47 -3.81 3.64
H 0.26 -2.03 1.80
H -1.58 2.14 0.71
H 2.02 -2.15 3.93
H -0.68 6.33 0.73
H -3.19 -0.31 -1.48
H 3.21 -3.45 3.70
H -2.10 -5.15 -1.10
H -5.00 -1.97 -1.45
H 1.16 1.33 -1.60
H -0.19 2.64 1.67
H 4.10 -2.92 -0.80
H 0.44 5.26 1.59
H -4.49 -4.41 -1.28
H -0.28 -3.46 -1.14
```

HOMO energy   -6.960 eV
Gap between HOMO and LUMO   5.728 eV
Net charge   0

=====

Q) The molecule C19H23N3O2. Source: OMol25; level of theory: the ωB97M-V functional and the def2-TZVPD basis.

```
47
Properties=species:S:1:pos:R:3
O -4.57 -0.53 0.53
O 1.30 4.06 -0.51
N -0.77 3.37 0.09
N 0.99 1.88 0.12
N -2.68 0.30 -0.49
C -1.78 2.41 0.19
C 1.09 -2.23 0.07
C -0.59 -3.99 0.32
C -0.10 -2.97 -0.38
C 3.30 2.14 0.86
C -1.78 1.26 -0.60
C -4.37 -1.69 -0.26
C -2.85 2.58 1.07
C 2.77 1.55 -1.52
C -0.76 -2.51 -1.65
C 2.30 -0.13 0.26
C 2.12 -2.86 0.77
C 3.31 -0.78 0.95
C 2.35 1.36 -0.05
C 3.21 -2.14 1.20
C -3.81 1.60 1.17
C -3.66 0.45 0.39
C 0.59 3.15 -0.14
C 1.22 -0.87 -0.20
H -4.65 1.68 1.84
H 4.33 1.88 0.66
H 2.77 2.61 -1.76
H 4.01 -2.64 1.73
H -0.17 -4.30 1.25
H 2.06 -3.92 0.97
H 4.17 -0.24 1.31
H 0.44 -0.39 -0.77
H -5.21 -2.35 -0.05
H -1.42 -3.28 -2.04
H 2.08 1.03 -2.18
H -1.03 4.34 0.16
H 3.07 1.94 1.91
H 0.35 1.29 0.63
H -2.92 3.48 1.67
H -1.47 -4.52 -0.01
H -4.35 -1.44 -1.32
H -1.36 -1.62 -1.46
H 3.17 3.20 0.67
H -3.43 -2.18 0.01
H -1.03 1.12 -1.36
H -0.01 -2.27 -2.40
H 3.77 1.14 -1.67
```

HOMO energy   -8.343 eV
Gap between HOMO and LUMO   9.050 eV
Net charge   0
Structure (SMILES)   C=C(C)c1cccc(C(C)(C)NC(=O)Nc2ccc(OC)nc2)c1

=====

Relative energies in eV: P) 1.498; Q) 0.000